Record 1
DFT (the ωB97M-V functional and the def2-TZVPD basis) results for an isolated ion of composition C6H13N2O and charge +1 in a non-equilibrium geometry.

```
22
Properties=species:S:1:pos:R:3:forces:R:3
H 2.91244 -1.21670 0.12582 0.9 -1.2 0.4
C -0.57561 0.00254 0.47234 -2.2 0.7 1.2
H -3.56113 -0.16706 0.82347 0.3 -0.8 -1.1
C 1.84915 -1.13538 0.04343 0.2 0.8 -1.8
C -2.29348 1.88391 0.51631 0.1 -1.8 1.4
H -0.53088 -1.07778 0.34171 0.5 0.3 0.4
H 1.91787 -0.47481 1.92695 -0.5 0.3 0.6
H 0.70305 -1.22388 -3.15562 -0.5 -0.5 1.7
N 0.47018 0.82883 1.01117 0.6 -0.9 -1.5
H -3.05504 2.03277 -0.22662 -0.3 0.1 -0.3
H 2.53945 0.73934 0.92074 0.2 0.2 -0.3
H -1.39768 2.37851 0.22332 0.3 1.5 0.4
O -2.88683 -0.46522 0.16049 0.6 1.3 1.6
N 0.74780 -1.38998 -2.11384 2.4 1.4 -1.5
H 1.23476 -1.96869 0.36394 0.4 -0.3 0.0
H 0.15949 -1.92589 -1.55006 -1.9 -1.4 0.0
H -2.71319 2.05792 1.53968 0.6 0.6 -0.8
C -1.83625 0.44723 0.48286 -1.3 -0.9 -1.8
H 2.29609 -0.17564 -1.93304 1.2 0.6 -0.4
C 1.70026 0.06332 1.00728 0.4 0.4 0.4
H 0.60323 1.67743 0.44092 -0.1 -0.5 0.4
C 1.71632 -0.89077 -1.42123 -1.9 0.2 0.9
```
Forces are in eV/Å.

Summary:
net charge	+1
Kohn-Sham gap	6.68	eV
relative energy (zero: lowest compared OMol25 entry of this formula, charge and spin)	312.8	kJ/mol
SMILES string	C/C(O)=C\NCCC=[NH2+]
HOMO energy	-11.5	eV

Record 2
DFT (the ωB97M-V functional and the def2-TZVPD basis) results for a 4-piece molecular cluster, C12H29F6N3O8S2 overall in a non-equilibrium geometry.

```
60
Properties=species:S:1:pos:R:3:forces:R:3
O 5.32589 21.25204 14.67439 0.1 -0.7 -0.5
H 4.06573 12.46360 18.85288 -0.4 -0.2 0.1
H 2.57695 10.73916 17.39727 -0.2 0.5 0.5
F 5.63034 18.95362 19.43131 -0.6 1.2 -0.7
H 4.98469 13.49004 6.86388 0.1 -0.3 0.2
O 8.28387 13.29655 18.73214 1.7 0.4 -0.8
C 4.84298 20.08843 19.19778 2.2 -0.4 0.3
O 3.57793 21.38808 17.26522 0.7 -2.8 0.0
C 3.32378 9.79011 15.30232 0.7 0.6 -0.5
H 3.77668 9.15345 14.54229 0.2 -1.0 0.9
N 6.00050 13.18546 10.66043 1.0 -0.6 1.3
C 6.61736 11.67079 19.28889 2.4 -0.4 -1.1
F 8.03250 19.25240 14.83179 -0.1 1.0 0.3
H 4.85299 13.13174 8.93883 0.0 -0.2 -0.3
F 8.17270 21.40907 14.31594 -0.1 -1.1 1.3
O 6.13776 15.12751 7.42708 -0.5 -1.3 0.2
H 5.19008 14.65286 5.65637 0.2 0.5 0.0
H 5.30257 12.55161 11.02269 0.2 -0.2 0.3
N 5.55712 19.64044 16.60574 -3.5 -2.4 2.1
H 10.42532 13.57652 18.78981 -0.1 -0.5 0.0
C 9.56285 13.68945 18.13293 -1.4 0.7 0.3
C 7.87776 20.53678 15.32027 -1.3 0.0 0.0
H 9.47972 14.75999 17.94550 -0.1 0.1 0.2
C 4.46187 14.93334 10.01083 1.0 -0.3 -0.3
C 8.17400 11.90887 18.97209 -2.1 0.0 0.3
H 7.39084 13.84249 8.31889 -0.2 -1.1 0.4
H 7.06030 15.27431 9.13046 -0.3 0.0 0.8
C 5.44586 13.82429 9.53631 -1.5 1.4 -1.7
H 6.70919 16.23221 15.84140 -0.3 1.4 0.3
H 8.78036 11.55892 19.80753 0.1 0.3 0.3
H 6.63984 14.76017 16.40014 -0.4 -0.9 1.0
C 5.73864 14.16806 6.46393 -1.3 0.2 -0.6
H 5.93021 10.86786 17.43272 1.0 -0.3 0.2
O 6.12881 22.07477 16.84370 0.6 -2.7 -2.2
H 3.72413 14.66654 10.76757 0.0 -0.6 -0.1
O 7.03357 15.33447 15.73927 0.7 0.1 -0.1
H 5.12890 15.63679 10.50915 -0.3 0.6 -0.3
H 3.19199 10.63567 14.62721 -0.1 1.0 0.5
S 5.98643 20.91107 15.90119 2.6 6.6 0.3
H 6.51050 13.57923 5.96834 0.6 0.1 0.4
H 6.83846 15.03377 14.84870 -0.1 -0.4 -0.9
H 9.70219 13.25954 17.14104 0.1 -0.6 0.1
H 6.55070 10.74922 19.86714 -0.2 -0.3 0.1
H 6.81572 12.64753 10.40324 0.1 -0.3 0.1
C 6.54414 14.45065 8.63724 0.7 1.6 -0.5
H 3.53012 12.06173 16.65441 -0.2 -0.2 -0.7
H 4.28439 10.71752 19.22423 -0.1 0.0 0.3
C 4.39090 11.49652 18.46930 0.3 -0.6 -1.3
H 8.50968 11.33075 18.11116 -0.2 -0.1 -0.3
C 3.57915 11.12160 17.20382 0.5 -0.3 0.3
F 5.62851 21.19347 19.40978 -1.1 -1.7 -0.7
O 4.19956 10.05531 16.42494 -1.0 0.9 -0.6
F 3.96150 20.06076 20.15915 -1.2 0.2 0.2
F 8.74038 20.68069 16.33528 -0.4 0.0 -0.8
S 4.06217 20.00787 17.43960 1.7 3.4 0.7
H 3.93519 15.31929 9.13805 0.2 0.5 0.2
H 2.31246 9.50737 15.59454 0.2 -0.5 0.2
N 5.81126 11.64585 18.06572 -1.2 0.6 0.7
O 3.08733 18.97054 17.44652 0.6 -1.0 -0.2
H 6.29498 12.48536 19.93747 -0.1 0.1 -0.2
```
Forces are in eV/Å.

Summary:
Kohn-Sham gap	6.15	eV
relative energy (zero: lowest compared OMol25 entry of this formula, charge and spin)	585.7	kJ/mol
HOMO energy	-8.5	eV

Record 3
DFT (the ωB97M-V functional and the def2-TZVPD basis) results for a 13-piece molecular cluster, C28H87N21O13 overall in a non-equilibrium geometry.

```
149
Properties=species:S:1:pos:R:3:forces:R:3
H 5.78300 2.59562 2.45321 -0.7 -0.8 0.2
N 2.62980 -1.12081 -2.80944 1.2 -0.6 1.2
H -5.32784 1.47982 -7.86300 -0.1 0.6 0.6
C 3.68882 -0.20556 4.09350 -0.3 -1.1 0.5
N 4.17203 -0.20027 -4.16761 2.2 0.5 -0.8
C -0.30253 -0.57281 -0.94578 0.9 2.4 -2.6
H 0.23779 2.75540 -1.83496 -0.2 0.3 -0.3
H 3.51251 -2.67166 2.73100 0.2 0.0 -0.1
H 0.01348 -7.16055 -0.08958 -0.4 0.6 -0.1
C -1.81724 4.09554 -0.67993 1.5 -2.2 2.9
N 0.31832 -6.27369 0.28548 3.4 -4.4 -1.9
H 1.66834 -1.26165 -2.53402 -0.2 0.0 0.0
H -3.84333 3.89381 3.83243 0.1 0.1 0.0
N -1.40278 1.57820 3.32214 -3.5 1.4 -0.6
H 3.42252 0.71803 3.57953 0.4 0.2 -0.2
H 1.76061 -4.60420 -2.13063 -0.2 0.8 0.7
H 6.53634 -2.57348 -0.71002 0.4 0.2 0.1
H 4.99153 0.38334 1.55910 -1.0 0.0 0.3
N -2.04571 0.41758 -4.32851 1.5 -0.4 -1.3
H -3.13176 -2.78709 -4.22993 0.0 0.6 0.3
H -2.98506 -1.66185 4.00717 -0.4 0.2 0.3
H -3.93567 2.14797 -5.58101 0.4 0.5 0.7
H 0.10735 2.47464 -5.77121 0.2 0.0 0.4
H 1.26442 2.00712 -0.13490 0.4 -0.3 0.0
H -3.96946 -2.18582 -2.77254 0.0 0.0 -1.1
H 2.84795 -2.68175 -0.55309 0.1 0.9 0.1
H -1.22437 2.41449 3.85963 0.9 0.0 0.6
H -3.59803 1.43062 0.08378 0.0 0.0 0.0
H 1.66147 0.02048 5.96367 -0.1 0.2 0.5
N -3.03057 -3.36426 -1.22803 0.1 -0.2 3.0
H 4.75830 1.81519 5.40005 0.0 0.2 0.0
H 1.95421 3.59648 0.23682 -0.4 0.3 0.0
N -2.41336 4.71998 0.32715 -0.5 -0.2 3.3
C 5.99708 -2.53436 -1.65646 0.7 0.0 0.4
H -6.08460 2.94303 2.05123 -0.2 -0.3 -0.2
N -2.08211 4.70521 -1.74971 -0.5 1.7 -5.0
H 6.73076 0.06805 0.24095 0.3 -0.1 -0.2
H 1.28550 -6.02852 0.12881 0.1 -0.2 0.1
N -4.94305 5.24927 2.64277 1.0 -0.9 -1.0
O 2.92647 2.08685 1.19713 0.0 0.0 0.6
H 0.69599 1.39840 -2.75713 -0.1 0.0 0.2
H 0.73508 1.29481 -4.64800 0.1 -0.2 -0.8
H -4.77967 -1.66820 4.06567 0.6 0.0 0.3
C -3.56384 1.29415 -2.77528 -1.9 -0.1 0.2
H 1.07694 -4.34865 1.44577 -0.1 -0.6 -0.5
H 0.98174 2.63418 1.46165 0.1 0.4 0.0
O -5.06241 -2.51315 1.86288 -1.5 -0.6 -0.3
O 4.66501 -2.20256 -1.39504 -0.8 -0.5 -0.2
O -0.02909 -0.45059 -2.15278 -0.2 -0.3 -0.6
H 4.68606 -4.85492 -1.29861 0.5 0.1 -0.1
H 7.07321 1.74899 1.62751 0.0 -0.1 -0.1
H 0.09012 -2.51855 -0.71370 -0.4 0.0 0.2
H -5.38193 1.87604 3.32081 -0.2 -0.2 0.1
C 5.15812 1.13892 0.79134 -0.4 -0.6 1.5
C -4.40617 1.41402 0.81503 0.8 -0.7 -0.3
H -6.07612 3.46929 5.21052 0.2 -0.2 0.2
H -1.58060 4.41119 -2.57563 0.3 0.5 -0.9
H -0.44877 -1.50733 0.66972 0.5 -1.2 0.3
H -5.23732 -0.19149 -8.08049 0.3 -0.3 0.1
N -0.06305 -1.63164 -0.25541 0.5 -3.5 1.8
H 6.35889 -1.73011 -2.29709 0.3 0.0 0.2
H 5.40714 -0.37217 -0.58039 -0.3 0.0 0.1
N 0.51621 0.68740 3.70744 2.2 -0.5 1.0
C 6.06104 2.13460 1.50544 0.1 1.5 -0.9
C 3.70705 -4.47438 -1.00733 0.8 -0.9 -0.9
C -0.65148 0.51074 3.17215 0.0 1.6 -0.5
H -1.66370 1.34738 -4.23044 0.0 0.4 -0.5
H -2.18713 4.31806 1.22569 -0.2 0.5 0.3
H -2.68295 5.68948 0.24065 0.2 -0.4 0.4
H -3.62149 2.36407 -2.97540 0.4 0.2 -0.1
H -0.83500 1.35645 -0.55491 -0.2 -0.1 -0.1
C -4.85967 4.00779 3.45537 -1.7 0.5 -0.2
H -5.33775 1.60890 0.28373 -0.2 0.0 0.2
H -2.55045 5.59254 -1.63392 0.2 -0.3 -0.9
O -0.28367 4.06912 -3.91623 -1.3 4.8 0.0
H 3.95384 2.43137 -0.51922 0.3 -0.2 -0.5
H 4.61750 -0.66090 3.74952 0.2 0.3 -0.3
N 0.44117 2.37568 -2.74850 2.1 -2.5 6.1
O -1.66000 -5.39609 0.42932 -4.0 0.6 -0.7
C 0.27458 3.01517 -3.82108 -2.0 -0.2 -1.8
H -3.04362 -2.67853 0.77578 0.7 0.5 0.1
H 6.23213 -3.47336 -2.15761 -0.7 -0.2 -0.2
C 2.75492 -1.89384 2.63542 -0.4 1.1 -0.2
C -3.43038 0.50609 -4.07348 -0.8 0.9 -0.5
C 2.91731 -0.61574 -3.99117 -3.0 0.4 -1.2
H 3.34117 -6.31775 -0.18953 0.0 -0.1 -0.4
C -5.33153 0.55276 -7.28972 0.9 -0.8 -0.1
N -3.29315 -2.77804 -3.23295 -0.2 0.7 -2.6
H -4.37719 0.43746 1.29834 -0.5 -0.4 -0.3
H -4.46811 4.98449 1.79164 0.9 0.3 -0.4
H 6.09749 3.02643 0.87981 0.5 0.1 -0.4
H 2.37565 1.61817 5.62279 -0.1 0.1 0.1
C 1.70953 2.61812 0.65038 0.7 -0.2 0.3
N 3.19806 -5.34503 0.04166 -0.1 0.4 1.1
H 4.02056 -0.93372 6.09403 0.0 0.0 0.1
H -5.22350 5.00730 5.30927 -0.1 0.0 0.0
C -5.79535 4.35840 4.64593 0.5 -1.3 0.6
C 2.51022 0.67687 6.15565 1.4 -1.0 -0.4
H -1.52179 -0.03808 -3.59503 -0.1 -0.8 0.2
H -5.26866 1.17404 -4.95034 -0.3 0.4 0.6
N 0.42582 2.23637 -4.84281 1.5 -2.4 -4.2
O 2.03871 -0.49357 -4.84980 0.4 0.5 -0.6
H -0.44083 -3.65887 1.51009 -0.1 0.1 -0.1
H 0.72082 1.64089 3.97028 0.5 -0.1 0.6
H 2.94727 -1.17703 1.83712 0.5 -0.2 -0.4
H -0.90480 0.25494 0.77772 0.0 0.2 0.1
C 2.84173 -4.69007 -2.23979 -0.7 0.3 -0.3
C -2.41916 -3.35287 -2.39201 0.3 -0.2 -0.9
O -1.09515 3.07791 -0.54282 -0.9 1.0 0.1
C -4.21782 1.15219 -5.23907 -0.7 0.5 -0.3
H -3.92770 -2.90189 -1.18968 0.1 -0.9 0.9
O -4.08813 2.36597 1.77970 -0.8 1.7 1.1
H 4.24765 -2.93783 0.48176 0.2 -0.2 0.2
H 5.05931 1.14641 6.84962 -0.2 -0.1 0.1
H -5.86106 5.34634 2.23296 -0.8 0.0 0.6
N -0.67864 0.42718 -0.19145 -1.3 2.0 0.6
C -5.19789 2.70669 2.63944 0.8 1.0 0.6
H -2.64579 -4.03914 -0.58258 -0.4 -0.1 0.8
H -2.07492 -1.76353 1.98646 0.0 0.1 -0.2
H 4.38663 0.25838 -5.04151 -0.1 -0.2 0.3
O -1.32321 -3.82876 -2.62720 0.3 -0.2 -0.3
O 2.61028 -1.14943 3.82115 0.5 -0.1 1.2
N -3.89507 -1.87400 3.62381 0.1 1.0 3.6
O -4.21589 0.37806 -6.41370 -0.1 -1.1 -1.0
C -3.98906 -2.25804 2.39380 -2.0 -0.1 -2.2
H 2.84016 -5.73707 -2.54291 0.9 -0.1 -0.4
C -0.47652 -5.28031 0.51278 -1.9 -4.1 -0.4
H -2.33478 1.66498 2.94275 0.0 -0.5 -0.5
N 0.14588 -4.34309 1.05436 2.6 8.0 3.8
N 4.94105 0.93911 5.86822 0.5 -0.5 -0.7
H 3.10066 -3.99500 -3.03849 0.2 -0.3 -0.2
H 3.32394 0.74940 -0.19539 0.2 -0.1 -0.9
N 5.91326 0.42858 -0.23004 0.6 0.5 -0.7
H -6.75516 4.84441 4.47081 0.2 0.1 -0.8
H 1.10404 -0.12344 3.83815 0.5 0.4 -0.1
H -2.76127 1.08505 -2.06800 0.0 -0.1 -0.2
C 3.82487 0.02577 5.61528 -1.3 0.9 -0.4
O -0.92369 -0.44625 2.45279 -0.9 -2.2 -0.5
H 2.76008 0.86371 7.20005 -0.8 0.1 0.2
H 4.86461 -0.19951 -3.43248 -0.3 0.2 -0.2
C 3.88379 -3.02090 -0.54235 -0.9 -0.9 -0.1
H -6.28484 0.31911 -6.81569 -0.1 0.5 0.3
C 3.82191 1.63081 0.20865 -0.2 -0.3 0.8
N -2.89475 -2.27269 1.68860 2.4 -0.8 -1.6
H 3.48198 -1.36655 -2.32622 -0.9 -0.2 0.8
H 1.77917 -2.30202 2.37199 0.0 -0.3 0.3
H -3.96017 -0.44576 -4.11107 0.6 -0.5 0.7
H 3.75087 -5.22234 0.87799 0.1 0.1 0.3
H -4.52053 1.07527 -2.30101 -0.2 -0.1 0.4
```
Forces are in eV/Å.

Summary:
net charge	-1
Kohn-Sham gap (spin up / spin down)	1.67 / 7.93	eV
relative energy (zero: lowest compared OMol25 entry of this formula, charge and spin)	0.0	kJ/mol
⟨S²⟩	0.750
HOMO energy (spin up / spin down)	0.0 / -6.3	eV
multiplicity	2